(1)
{"formula": "CH4N3S", "method": "ωB97M-V/def2-TZVPD", "lumo_energy_ev": [-5.110, -5.112], "charge": 1, "homo_lumo_gap_ev": [8.8292, 8.8256], "relative_energy_kj_mol": 326.4, "elements": ["C", "N", "N", "N", "S", "H", "H", "H", "H"], "positions_angstrom": [[-0.808, 0.176, 0.984], [0.714, -1.388, -1.981], [0.364, 0.087, 0.217], [0.016, -0.544, -1.654], [-0.226, 1.634, 0.222], [-1.641, -0.320, 0.551], [-0.605, 0.072, 1.975], [1.508, -1.986, -1.644], [0.676, 2.270, 1.329]]}

(2)
{"formula": "C20H43GaN2P3S", "method": "ωB97M-V/def2-TZVPD", "lumo_energy_ev": -8.471, "charge": 3, "homo_lumo_gap_ev": 6.7210, "relative_energy_kj_mol": 0.0, "elements": ["Ga", "P", "P", "P", "H", "C", "C", "H", "C", "C", "C", "C", "C", "C", "C", "C", "C", "H", "H", "H", "H", "H", "H", "H", "H", "H", "H", "H", "H", "H", "H", "H", "H", "H", "H", "H", "H", "H", "H", "H", "H", "H", "H", "H", "H", "H", "C", "C", "C", "C", "C", "C", "S", "H", "H", "H", "H", "H", "H", "C", "N", "C", "C", "N", "H", "H", "H", "H", "H", "H"], "positions_angstrom": [[0.467, -0.811, 0.029], [-1.021, 2.976, 1.731], [-1.868, -0.747, -0.247], [2.240, 0.747, 0.148], [0.293, -2.123, -6.816], [1.355, -2.307, -6.585], [1.775, -3.490, -6.100], [1.073, -4.290, -5.816], [-1.387, 4.416, 0.713], [-2.538, 2.417, 2.514], [0.121, 3.461, 3.034], [-2.275, -2.218, -1.229], [-2.770, -1.021, 1.318], [-2.750, 0.597, -1.101], [3.668, 0.096, -0.765], [2.846, 0.861, 1.862], [2.114, 2.486, -0.350], [2.069, -1.510, -6.842], [2.848, -3.736, -6.062], [-1.606, 5.262, 1.386], [-2.263, 4.229, 0.073], [-0.528, 4.677, 0.076], [-2.943, 3.225, 3.144], [-2.331, 1.530, 3.127], [-3.272, 2.132, 1.750], [-0.324, 4.270, 3.643], [1.060, 3.821, 2.588], [0.348, 2.594, 3.673], [-3.329, -2.492, -1.112], [-1.649, -3.052, -0.899], [-2.070, -2.049, -2.290], [-3.608, -0.322, 1.439], [-2.084, -0.909, 2.165], [-3.160, -2.047, 1.327], [-3.812, 0.334, -1.234], [-2.310, 0.763, -2.093], [-2.688, 1.536, -0.534], [4.500, 0.794, -0.597], [3.464, 0.022, -1.839], [3.928, -0.901, -0.391], [3.891, 1.195, 1.828], [2.801, -0.122, 2.345], [2.249, 1.579, 2.442], [3.139, 2.837, -0.544], [1.657, 3.096, 0.443], [1.516, 2.574, -1.267], [0.864, -2.089, -2.530], [0.822, -0.751, -2.987], [-0.137, -0.385, -3.938], [-0.986, -1.350, -4.487], [-0.740, -2.709, -4.234], [0.164, -3.081, -3.247], [1.561, -2.567, -0.981], [-0.467, 1.916, 0.971], [1.496, -0.001, -2.561], [-0.204, 0.654, -4.276], [-1.795, -1.068, -5.178], [-1.233, -3.478, -4.831], [0.344, -4.118, -2.951], [1.387, -1.680, 5.215], [0.259, -1.049, 4.523], [-0.783, -0.377, 5.333], [0.281, -0.986, 3.225], [0.470, -1.124, 2.062], [1.179, -1.605, 6.282], [2.327, -1.165, 4.953], [1.465, -2.743, 4.946], [-0.832, 0.692, 5.054], [-1.765, -0.854, 5.162], [-0.512, -0.463, 6.396]]}

(3)
{"formula": "C19H43IrP3SSe", "method": "ωB97M-V/def2-TZVPD", "multiplicity": 6, "lumo_energy_ev": [-11.965, -15.182], "charge": 4, "homo_lumo_gap_ev": [7.0788, 5.2898], "relative_energy_kj_mol": 118.5, "elements": ["Ir", "P", "P", "P", "H", "C", "C", "H", "C", "C", "C", "C", "C", "C", "C", "C", "C", "H", "H", "H", "H", "H", "H", "H", "H", "H", "H", "H", "H", "H", "H", "H", "H", "H", "H", "H", "H", "H", "H", "H", "H", "H", "H", "H", "H", "H", "C", "C", "C", "C", "C", "C", "Se", "H", "H", "H", "H", "H", "H", "C", "S", "C", "H", "H", "H", "H", "H", "H"], "positions_angstrom": [[0.303, -0.229, 0.571], [1.338, -0.460, 2.491], [1.649, 1.267, -0.518], [-1.934, -0.812, 0.642], [-0.235, 0.210, -2.897], [-1.306, 0.324, -2.779], [-1.960, 1.490, -2.657], [-1.483, 2.458, -2.835], [2.188, -2.069, 2.331], [2.527, 0.854, 2.797], [0.126, -0.436, 3.788], [1.641, 1.862, -2.233], [1.940, 2.917, 0.229], [3.196, 0.272, -0.581], [-3.277, -1.143, -0.566], [-2.849, 0.158, 1.907], [-1.718, -2.517, 1.265], [-1.837, -0.556, -2.377], [-2.920, 1.435, -2.154], [2.839, -2.120, 3.201], [2.743, -2.125, 1.395], [1.444, -2.873, 2.309], [3.075, 0.698, 3.746], [1.985, 1.800, 2.884], [3.258, 0.976, 1.987], [0.747, -0.614, 4.681], [-0.644, -1.218, 3.666], [-0.364, 0.553, 3.801], [2.646, 2.274, -2.484], [0.915, 2.684, -2.369], [1.422, 1.130, -3.028], [2.477, 3.572, -0.483], [2.504, 2.915, 1.173], [0.964, 3.385, 0.437], [3.880, 0.650, -1.359], [3.004, -0.792, -0.874], [3.686, 0.196, 0.408], [-4.088, -1.699, -0.067], [-2.977, -1.791, -1.412], [-3.718, -0.235, -1.001], [-3.923, 0.138, 1.670], [-2.505, 1.216, 1.922], [-2.669, -0.293, 2.895], [-2.693, -3.028, 1.365], [-1.211, -2.453, 2.259], [-1.093, -3.101, 0.564], [0.685, -3.244, -2.510], [0.273, -2.698, -3.750], [0.336, -3.474, -4.898], [0.734, -4.808, -4.843], [1.073, -5.371, -3.622], [1.050, -4.610, -2.443], [1.109, -2.106, -0.888], [-0.701, 1.031, 0.858], [-0.028, -1.643, -3.817], [0.025, -3.078, -5.860], [0.731, -5.432, -5.748], [1.352, -6.416, -3.643], [1.354, -5.107, -1.528], [-2.469, 5.036, 1.069], [-1.394, 3.657, 1.505], [-0.886, 4.284, 3.119], [-3.073, 4.775, 0.195], [-1.830, 5.891, 0.823], [-3.133, 5.270, 1.909], [0.055, 4.836, 3.006], [-1.640, 4.924, 3.599], [-0.715, 3.410, 3.759]]}

(4)
{"formula": "CH9O4", "method": "ωB97M-V/def2-TZVPD", "lumo_energy_ev": 3.850, "charge": -1, "homo_lumo_gap_ev": 8.1233, "relative_energy_kj_mol": 98.8, "elements": ["C", "O", "H", "H", "H", "H", "H", "O", "H", "H", "O", "H", "H", "O"], "positions_angstrom": [[-2.153, -1.048, -1.533], [-1.071, -0.098, -1.802], [-3.123, -0.609, -1.669], [-2.207, -1.359, -0.513], [-1.946, -1.830, -2.350], [0.078, 0.161, 1.168], [1.053, -0.497, 2.182], [1.012, 0.026, 1.401], [3.349, 0.561, 1.104], [4.582, 1.403, 0.772], [4.236, 0.533, 0.693], [-1.053, 0.490, -0.927], [-1.524, 1.617, 0.789], [-1.233, 0.651, 0.686]]}

Q: Among the records above, which one has the lowest charge?
A: CH9O4

Q: What is the charge in the first record?
A: +1

Q: Which of these has the lowest charge?
A: CH9O4

Q: charge of number 2 (C20H43GaN2P3S)?
A: +3